Entry 1:
Entry from OMol25: a cluster of 9 separate species, C31H42F2O27 in total (ωB97M-V/def2-TZVPD).

Each line ends with the Löwdin charge.
CARTESIAN COORDINATES (ANGSTROEM)
C 0.513 -0.288 -5.229  -0.142
C 0.610 -0.981 -6.580  -0.098
O 2.030 -0.933 -6.745  0.055
C 2.505 0.202 -6.182  -0.570
O 3.558 0.722 -6.336  0.171
O 1.571 0.649 -5.309  0.051
H 0.672 -1.084 -4.489  0.120
H -0.440 0.096 -4.872  0.121
H 0.157 -0.351 -7.349  0.137
H 0.322 -2.025 -6.566  0.135
C 2.501 3.480 2.109  -0.038
C 2.648 4.904 1.476  -0.072
O 1.830 4.819 0.302  0.080
C 0.950 3.844 0.477  -0.604
O -0.007 3.688 -0.231  0.148
O 1.241 3.053 1.510  0.027
H 2.249 3.507 3.162  0.117
H 3.300 2.802 1.823  0.133
H 3.668 5.064 1.142  0.134
H 2.246 5.653 2.155  0.130
C -2.361 4.107 -2.057  -0.120
C -2.488 2.652 -2.450  -0.117
O -3.598 2.642 -3.315  0.091
C -4.228 3.804 -3.306  -0.578
O -5.255 3.966 -3.903  0.152
O -3.584 4.713 -2.524  0.069
H -1.473 4.620 -2.423  0.128
H -2.358 4.246 -0.977  0.113
H -2.591 2.067 -1.537  0.118
H -1.587 2.326 -2.971  0.134
C -3.457 -1.268 4.632  -0.027
C -3.037 -2.718 4.631  -0.301
C -1.967 -3.036 3.577  -0.115
O -1.013 -3.774 4.271  0.070
C -1.192 -3.657 5.618  -0.547
O -0.458 -4.071 6.446  0.179
O -2.412 -3.130 5.850  0.088
H -2.801 -0.537 5.105  0.078
H -4.416 -1.200 5.152  0.084
H -3.626 -0.859 3.633  0.081
H -3.935 -3.336 4.587  0.153
H -1.496 -2.119 3.204  0.121
H -2.451 -3.542 2.739  0.137
C 2.883 1.590 -1.984  -0.001
C 3.483 0.237 -1.642  -0.276
C 5.029 0.209 -1.615  -0.082
O 5.338 -0.383 -0.364  0.076
C 4.215 -0.594 0.357  -0.592
O 4.102 -1.180 1.387  0.163
O 3.179 -0.058 -0.270  0.060
H 3.374 1.958 -2.885  0.096
H 2.956 2.361 -1.216  0.081
H 1.810 1.470 -2.132  0.071
H 3.100 -0.591 -2.239  0.148
H 5.459 1.210 -1.646  0.133
H 5.346 -0.392 -2.466  0.130
C 1.532 -3.803 0.310  0.005
C 2.290 -4.496 -0.857  -0.306
C 1.778 -4.077 -2.236  -0.122
O 2.947 -3.650 -2.875  0.062
C 3.989 -3.479 -2.022  -0.521
O 5.071 -3.122 -2.319  0.188
O 3.621 -4.017 -0.795  0.073
H 0.460 -3.976 0.173  0.074
H 1.654 -2.723 0.270  0.070
H 1.898 -4.284 1.212  0.092
H 2.288 -5.588 -0.887  0.153
H 1.037 -3.269 -2.161  0.120
H 1.255 -4.869 -2.774  0.134
C 0.645 4.259 5.946  -0.010
C -0.706 3.503 5.911  -0.284
C -1.775 4.073 4.993  -0.070
O -1.874 3.075 3.988  0.080
C -1.184 1.977 4.283  -0.550
O -1.196 0.953 3.666  0.149
O -0.460 2.180 5.408  0.081
H 1.424 3.508 5.810  0.085
H 0.849 4.810 6.861  0.083
H 0.784 4.934 5.097  0.071
H -1.026 3.336 6.940  0.153
H -1.317 4.922 4.484  0.128
H -2.703 4.301 5.510  0.140
C -1.717 0.378 0.763  -0.053
C -0.196 0.361 0.568  -0.283
O -0.058 0.249 -0.828  0.132
C -1.181 -0.284 -1.343  -0.578
O -1.344 -0.632 -2.467  0.157
O -2.182 -0.104 -0.477  0.070
F 0.358 -0.707 1.203  0.079
H -2.118 1.382 0.932  0.139
H -2.082 -0.158 1.637  0.112
H 0.280 1.278 0.902  0.135
C -2.495 -3.881 -1.931  -0.024
C -2.862 -3.555 -3.391  -0.270
O -3.804 -4.574 -3.679  0.154
C -4.438 -4.862 -2.542  -0.575
O -5.338 -5.617 -2.392  0.190
O -3.865 -4.166 -1.519  0.046
F -1.733 -3.820 -4.138  0.030
H -2.123 -3.022 -1.387  0.117
H -1.924 -4.804 -1.849  0.143
H -3.075 -2.497 -3.532  0.168

Output
**LUMO level**: -0.310 eV
**Net charge**: 0
**Highest occupied orbital energy**: -0.402 Ha
**Kohn-Sham gap**: 10.6 eV
**SMILES**: O=C1OC[C@@H](F)O1.O=C1OC[C@@H](F)O1.C[C@H]1COC(=O)O1.C[C@H]1COC(=O)O1.C[C@H]1COC(=O)O1.C[C@H]1COC(=O)O1.O=C1OCCO1.O=C1OCCO1.O=C1OCCO1

Entry 2:
Entry from OMol25: a structure of composition C31H42MnN3OP (ωB97M-V/def2-TZVPD).

Each line ends with the Löwdin spin population.
CARTESIAN COORDINATES (ANGSTROEM)
Mn -0.083 -0.209 0.833  2.774
N -1.145 2.151 3.684  0.248
N -2.103 1.115 -0.145  0.023
C 0.464 -2.263 0.665  -0.014
C -0.757 -2.129 1.439  0.025
C -0.440 -1.377 2.633  -0.001
C -1.322 -1.104 3.800  0.000
H -2.345 -1.459 3.621  0.001
H -1.361 -0.023 4.010  0.000
H -0.942 -1.601 4.707  0.000
C 0.953 -1.029 2.588  0.015
C 1.687 -0.328 3.673  0.005
H 1.989 -1.024 4.472  0.001
H 1.061 0.452 4.133  0.001
H 2.600 0.149 3.292  0.000
C 1.518 -1.596 1.390  0.050
C 2.961 -1.652 1.051  0.012
H 3.503 -0.788 1.460  0.000
H 3.118 -1.677 -0.036  0.001
H 3.436 -2.557 1.467  0.005
C -2.044 -2.811 1.144  0.010
H -2.074 -3.828 1.573  0.003
H -2.196 -2.912 0.060  0.000
H -2.893 -2.252 1.560  0.001
C 0.643 -3.087 -0.558  -0.006
H 1.423 -2.661 -1.205  -0.001
H -0.284 -3.127 -1.145  0.000
H 0.936 -4.124 -0.320  -0.002
C -0.899 3.303 4.325  0.136
H -0.771 3.240 5.413  0.014
C -0.797 4.535 3.649  0.064
H -0.566 5.433 4.222  -0.001
C -1.008 4.577 2.270  0.262
H -0.986 5.524 1.717  0.031
C -1.259 3.371 1.606  0.108
H -1.501 3.307 0.544  0.004
C -1.280 2.178 2.342  0.079
C -1.597 0.895 1.716  -0.008
H -2.523 0.465 2.136  0.003
C -1.208 0.347 -0.749  -0.007
C -3.236 1.188 -0.886  -0.002
H -4.087 1.740 -0.512  0.000
C -3.044 0.569 -2.076  0.017
H -3.668 0.500 -2.957  0.001
N -1.763 -0.002 -1.977  0.007
C -1.218 -0.920 -2.903  0.000
C -2.012 -1.989 -3.345  0.001
C -1.440 -2.897 -4.260  0.000
H -2.049 -3.725 -4.622  0.000
C -0.125 -2.733 -4.695  0.001
C 0.447 -3.668 -5.716  0.000
H 1.514 -3.830 -5.534  0.000
H 0.340 -3.261 -6.731  0.000
H -0.073 -4.631 -5.686  0.000
C 0.655 -1.675 -4.220  0.000
H 1.676 -1.538 -4.563  0.000
C 0.113 -0.746 -3.308  0.001
C 0.910 0.423 -2.823  0.002
H 0.364 1.375 -2.931  0.000
H 1.835 0.497 -3.405  0.000
H 1.190 0.334 -1.759  0.002
C -3.396 -2.208 -2.820  0.001
H -4.106 -1.442 -3.162  0.000
H -3.438 -2.249 -1.718  0.000
H -3.759 -3.172 -3.190  0.000
C 3.943 1.924 -0.080  0.005
P 2.303 2.365 0.504  0.023
C 2.419 3.057 2.153  0.009
C 1.654 3.582 -0.638  0.007
O 1.396 1.141 0.550  0.078
H 3.870 1.460 -1.073  0.000
H 4.414 1.221 0.620  0.000
H 4.555 2.835 -0.151  0.001
H 2.759 4.101 2.129  0.003
H 1.437 3.009 2.640  0.000
H 3.136 2.457 2.730  0.001
H 1.632 3.150 -1.650  0.000
H 0.640 3.871 -0.340  0.002
H 2.306 4.466 -0.631  0.003

Output
**LUMO level (alpha / beta)**: 2.480 / 2.469 eV
**Net charge**: -1
**2S+1**: 5
**Relative energy (zero: lowest compared OMol25 entry of this formula, charge and spin)**: 34.1 kcal per mole
**Highest occupied orbital energy (alpha / beta)**: 0.005 / -0.100 Ha
**Expectation value of S²**: 6.07
**Kohn-Sham gap (alpha / beta)**: 2.4 / 5.2 eV

Number 1: E_tot -3437.7508 Ha. Number 2: E_tot -2938.2302 Ha.